Computed, not measured: a single C9H14ClN molecule at a distorted geometry, with ωB97M-V with the def2-TZVPD basis set.

Cartesian coordinates (Å):
Cl 0.549 -2.563 -3.273
N 0.178 1.173 0.906
C 0.238 0.712 -1.773
C 0.269 -0.525 -0.886
C -0.266 -0.084 0.531
C 1.528 1.815 0.742
C -0.369 1.791 2.049
C -0.700 -2.736 -0.692
C -0.466 -1.663 -1.710
C -1.006 -2.356 0.576
C -1.022 -1.034 1.110
H -0.611 -3.666 -1.207
H -0.301 2.892 2.109
H 1.750 2.237 1.746
H -0.141 1.471 3.079
H -1.212 -1.207 -2.251
H 2.227 1.139 0.587
H -0.700 0.832 -2.441
H 1.557 2.615 0.041
H 1.338 -0.960 -0.948
H -1.274 -3.074 1.413
H 0.303 1.635 -1.204
H -1.393 1.619 1.895
H -1.564 -0.924 2.133
H 1.088 0.863 -2.534

## Properties
**HOMO**: -7.68 eV
**Net charge**: 0
**Calculated total energy**: -23568.6997 eV
**Structure (SMILES)**: C[C@H]1C(N(C)C)=CC=C[C@@H]1Cl
**Energy above the lowest of the compared OMol25 structures with the same formula, charge and spin**: 53.23 kcal per mole
**Largest force on an atom**: 4.84 eV Å⁻¹
**LUMO**: 0.4 eV
**HOMO-LUMO gap**: 0.297 hartree

---

Computed, not measured: 2 unconnected molecules or ions with the total composition C9H14ClNSi2 at a distorted geometry, with ωB97M-V with the def2-TZVPD basis set.

Cartesian coordinates (Å):
Cl 1.328 -2.320 -4.138
Si 1.633 2.485 -0.772
Si 0.008 -0.193 -0.519
N 0.558 1.236 -1.329
C -0.135 -0.506 1.407
C -0.467 -0.155 3.810
C 0.351 1.176 -2.749
C -0.061 -1.867 1.780
C -0.229 0.319 2.528
C -0.663 -1.519 4.085
C -0.981 0.349 -2.865
C -1.063 -0.914 -1.917
C -0.503 -2.342 3.026
H 0.164 -2.603 1.071
H -1.718 1.238 -2.606
H 0.806 3.611 -0.141
H -0.493 0.656 4.589
H 2.610 2.007 0.281
H -0.002 1.318 2.362
H -0.790 -1.802 5.206
H 2.215 2.874 -2.109
H 0.322 2.227 -3.106
H -2.068 -0.949 -1.663
H 1.205 0.676 -3.214
H -0.365 -3.367 3.263
H -0.635 -1.794 -2.370
H -1.026 0.159 -3.910

## Properties
**HOMO**: -7.05 eV
**Net charge**: 0
**Calculated total energy**: -39325.3437 eV
**Energy above the lowest of the compared OMol25 structures with the same formula, charge and spin**: 64.95 kcal per mole
**Largest force on an atom**: 4.07 eV Å⁻¹
**LUMO**: -2.0 eV
**HOMO-LUMO gap**: 0.184 hartree

---

Computed, not measured: 2 unconnected molecules or ions with the total composition C9H14F3N2O3P at a distorted geometry, with ωB97M-V with the def2-TZVPD basis set.

Cartesian coordinates (Å):
P 3.122 -1.009 0.671
F -2.671 2.487 -3.170
F -0.718 1.938 -3.939
F -1.342 4.006 -3.922
O 3.530 0.342 1.476
O -0.181 1.850 -1.234
O -1.511 3.749 -0.993
N -1.145 -1.932 2.046
N 3.995 -2.200 1.571
C -1.092 0.988 -0.633
C -1.382 2.876 -3.195
C -1.859 0.072 -1.584
C -0.729 3.120 -1.799
C -0.752 -2.300 0.825
C 0.537 -2.042 0.404
C 0.947 -1.002 2.542
C 1.380 -1.376 1.271
C -0.345 -1.300 2.915
H 0.870 -2.329 -0.578
H 3.818 -3.073 1.077
H 2.787 0.927 1.671
H -2.092 -2.142 2.329
H -0.471 0.342 0.011
H -2.281 -0.782 -1.032
H -2.693 0.585 -2.050
H -1.773 1.529 0.036
H -1.442 -2.785 0.158
H -0.712 -1.039 3.892
H 3.557 -2.328 2.485
H 0.227 3.623 -2.086
H 1.623 -0.492 3.208
H -1.206 -0.301 -2.374

## Properties
**HOMO**: -5.98 eV
**Net charge**: 0
**Calculated total energy**: -36121.2393 eV
**Energy above the lowest of the compared OMol25 structures with the same formula, charge and spin**: 0.00 kcal per mole
**Largest force on an atom**: 1.29 eV Å⁻¹
**LUMO**: -2.5 eV
**HOMO-LUMO gap**: 0.128 hartree

---

Computed, not measured: a gas-phase ion, C9H14FO3S (charge +1) at a distorted geometry, with ωB97M-V with the def2-TZVPD basis set.

Cartesian coordinates (Å):
S 0.298 -2.242 0.072
F -1.362 -1.623 -2.026
O 0.377 0.757 -2.149
O 1.202 1.275 -0.052
O 1.995 1.790 -3.409
C -2.058 -0.499 0.155
C 0.378 -0.619 2.503
C 0.327 -2.122 1.962
C 0.597 3.454 -2.260
C 1.026 1.964 -2.622
C 1.042 0.390 -0.939
C -0.748 -0.185 3.270
C 1.607 -1.069 -0.612
C -1.395 -1.753 -0.585
H 1.145 3.759 -1.287
H 1.939 -1.525 -1.624
H 0.960 4.206 -3.056
H -0.539 3.570 -2.101
H -2.783 0.012 -0.589
H 2.544 -1.078 0.047
H -0.573 -2.646 2.427
H -0.854 0.852 3.722
H -2.088 -2.657 -0.385
H -2.724 -0.861 1.028
H -1.574 -0.950 3.500
H -1.323 0.314 0.476
H 1.246 0.094 2.285
H 1.337 -2.606 2.252

## Properties
**HOMO**: -13.69 eV
**Net charge**: +1
**Calculated total energy**: -29243.8109 eV
**Largest force on an atom**: 5.91 eV Å⁻¹
**LUMO**: -3.9 eV
**HOMO-LUMO gap**: 0.358 hartree

---

Computed, not measured: a molecular structure, C9H14FeN2P at a distorted geometry, with ωB97M-V with the def2-TZVPD basis set.

Cartesian coordinates (Å):
Fe -0.337 0.646 0.196
P 0.946 -0.010 -1.617
N 2.790 -2.644 1.593
N 1.579 -0.937 0.901
C -1.498 -0.278 1.263
C -1.753 0.484 -0.882
C 2.219 -2.054 0.516
C -1.158 0.990 1.819
C 2.516 -1.898 2.715
C -1.575 1.848 -0.509
C 2.475 -2.783 -0.739
C 1.766 -0.844 2.287
C -1.291 2.090 0.886
H 0.528 -1.247 -2.108
H 2.320 -0.156 -1.828
H 3.547 -2.767 -0.953
H -1.665 2.744 -1.116
H -1.233 3.107 1.270
H -1.695 -1.203 1.824
H -0.880 1.262 2.861
H 1.907 -2.421 -1.590
H -2.194 0.056 -1.786
H 3.257 -3.546 1.563
H 2.214 -3.832 -0.574
H 2.853 -2.144 3.699
H 1.259 -0.086 2.864
H 0.674 0.679 -2.811

## Properties
**HOMO (alpha / beta)**: 0.73 / -4.69 eV
**Multiplicity**: 5
**Net charge**: -1
**Calculated total energy**: -56207.4976 eV
**Energy above the lowest of the compared OMol25 structures with the same formula, charge and spin**: 3.58 kcal per mole
**Largest force on an atom**: 9.67 eV Å⁻¹
**⟨S²⟩**: 6.072
**LUMO (alpha / beta)**: 3.4 / 3.3 eV
**HOMO-LUMO gap (alpha / beta)**: 0.097 / 0.293 hartree

---

Computed, not measured: a molecular structure, C9H14I2N2O2RbSbSe4, with ωB97M-V with the def2-TZVPD basis set.

Cartesian coordinates (Å):
I 4.483 0.051 -1.003
I 4.115 5.426 -3.181
Sb -2.486 -5.693 -0.075
Rb 1.189 -0.634 -0.948
Se -1.794 -5.309 2.182
Se -3.228 -3.421 -1.058
Se -0.543 -5.110 -1.683
Se -3.800 -7.512 -0.834
O 0.465 1.969 -1.817
O -0.882 -2.397 -2.131
N -0.058 0.213 1.860
N -0.431 -1.958 1.980
C 1.637 2.798 -2.006
C 0.554 3.396 0.066
C -0.375 2.717 -0.949
C 0.911 -1.779 2.234
C -1.414 -3.391 -1.735
C -0.970 -0.730 1.762
C 1.934 3.372 -0.627
C 1.120 -0.433 2.167
C -2.420 -0.500 1.511
H 2.632 2.720 -0.102
H 2.398 4.351 -0.721
H -0.904 -2.855 1.900
H 2.047 0.107 2.280
H 2.439 2.175 -2.396
H -2.544 0.456 1.007
H -0.929 3.463 -1.534
H 1.416 3.588 -2.729
H 1.569 -2.606 2.432
H -2.969 -0.462 2.455
H 0.563 2.837 1.001
H 0.218 4.412 0.281
H -1.091 2.031 -0.491
H -2.851 -1.292 0.901

## Properties
**HOMO**: -1.87 eV
**Net charge**: -2
**Calculated total energy**: -301422.0797 eV
**Energy above the lowest of the compared OMol25 structures with the same formula, charge and spin**: 16.34 kcal per mole
**Largest force on an atom**: 0.24 eV Å⁻¹
**LUMO**: 2.6 eV
**HOMO-LUMO gap**: 0.163 hartree

---

Computed, not measured: a molecular structure, C9H14IrN2P at a distorted geometry, with ωB97M-V with the def2-TZVPD basis set.

Cartesian coordinates (Å):
Ir -0.316 -0.467 -0.654
P 0.107 -2.652 -0.090
N 0.454 0.766 3.368
N -0.167 0.011 1.415
C -1.065 -0.513 -3.464
C 0.325 1.192 -1.426
C -0.889 -0.687 2.396
C 1.569 1.881 1.472
C -0.919 -1.243 -2.294
C -0.140 1.662 -2.656
C 0.619 0.895 2.021
C -0.766 0.839 -3.608
C -0.510 -0.206 3.616
H 2.228 1.423 0.716
H 0.025 -3.620 -1.129
H -1.599 -1.450 2.101
H 1.022 2.728 1.029
H -0.810 -0.504 4.596
H -1.230 -2.305 -2.401
H 0.959 1.890 -0.832
H 1.336 -3.064 0.507
H -1.464 -1.035 -4.328
H 0.954 1.344 4.042
H -0.905 -3.194 0.777
H 0.002 2.723 -2.900
H -1.016 1.290 -4.561
H 2.196 2.295 2.283

## Properties
**HOMO (alpha / beta)**: -2.67 / -7.73 eV
**Multiplicity**: 5
**Net charge**: 0
**Calculated total energy**: -24659.6991 eV
**Energy above the lowest of the compared OMol25 structures with the same formula, charge and spin**: 29.50 kcal per mole
**Largest force on an atom**: 3.50 eV Å⁻¹
**⟨S²⟩**: 6.022
**LUMO (alpha / beta)**: 0.4 / -1.1 eV
**HOMO-LUMO gap (alpha / beta)**: 0.112 / 0.243 hartree

---

Computed, not measured: a single C9H14N2 molecule at a distorted geometry, with ωB97M-V with the def2-TZVPD basis set.

Cartesian coordinates (Å):
N -0.574 2.052 0.330
N -1.716 1.182 0.564
C 2.357 -0.202 -0.907
C -1.515 -0.095 -0.097
C -2.151 -1.243 0.695
C 0.266 1.559 -0.667
C 1.484 -0.148 1.154
C -2.791 -0.720 -0.555
C -0.270 -0.043 -0.917
C 1.020 0.321 -0.246
C 2.833 -0.530 0.538
H -0.180 1.843 1.244
H 3.020 -1.647 0.506
H 3.733 0.018 0.932
H -2.781 -1.350 -1.533
H 1.555 0.598 1.905
H -1.709 -2.181 0.624
H 2.780 0.453 -1.690
H -3.597 0.129 -0.365
H 0.318 2.159 -1.575
H -2.579 1.595 0.019
H -2.284 -1.071 1.756
H 2.117 -1.196 -1.467
H 0.973 -1.016 1.644
H -0.310 -0.466 -1.893

## Properties
**HOMO**: -8.52 eV
**Net charge**: 0
**Calculated total energy**: -12534.8038 eV
**Structure (SMILES)**: C1C[C@]2(C1)[C@@H]1NN[C@@]3(CC3)[C@@H]12
**Energy above the lowest of the compared OMol25 structures with the same formula, charge and spin**: 129.86 kcal per mole
**Largest force on an atom**: 4.03 eV Å⁻¹
**LUMO**: 0.9 eV
**HOMO-LUMO gap**: 0.348 hartree

---

What is the formula in the first record? C9H14ClN